i) The following is a quantum chemistry calculation of an isolated molecule of C7H12, from OMol25.

As for the molar mass: 96.17 g/mol. Its multiplicity is 1. The HOMO energy is -9.117 eV. For the HOMO-LUMO gap, the calculation gives 10.35 eV.

Positions of all 19 atoms, in Å:
C  1.7764  0.0063  -1.6433
C  0.2900  -0.1317  -1.3027
C  -0.3879  1.1803  -0.9746
C  -1.0792  1.1325  0.1606
C  -1.0346  -0.2300  0.8137
C  -0.7113  -0.1982  2.3080
C  0.0354  -0.9720  -0.0252
H  2.3147  0.5140  -0.8336
H  2.2341  -0.9798  -1.7865
H  1.9300  0.5816  -2.5638
H  -0.2096  -0.5928  -2.1682
H  -0.3224  2.0478  -1.6283
H  -1.6524  1.9566  0.5814
H  -2.0172  -0.7108  0.6898
H  0.2575  0.2862  2.4797
H  -0.6582  -1.2135  2.7183
H  -1.4704  0.3534  2.8747
H  -0.2602  -2.0005  -0.2567
H  0.9653  -1.0294  0.5566

=====

ii) The following is a quantum chemistry calculation of a 2-piece molecular cluster, C7H12 overall, from OMol25.

As for the molar mass: 96.17 g/mol. Its multiplicity is 1. The HOMO energy is -8.721 eV. For the HOMO-LUMO gap, the calculation gives 9.84 eV.

Positions of all 19 atoms, in Å:
C  -1.9205  0.0906  0.2834
C  -1.5604  0.3812  -0.9712
C  -0.2464  0.8113  -1.4725
C  0.7699  1.3760  -0.8051
C  0.8352  1.6989  0.6588
H  -1.2289  0.1178  1.1184
H  -2.9379  -0.2238  0.5030
H  -2.3197  0.2739  -1.7465
H  -0.1070  0.6682  -2.5438
H  1.6511  1.6358  -1.3910
H  1.6602  2.3850  0.8732
H  -0.0972  2.1535  1.0148
H  1.0001  0.7866  1.2475
C  0.9754  -1.9705  -0.0835
C  0.5314  -2.0898  1.1625
H  0.3082  -2.0792  -0.9346
H  2.0148  -1.7430  -0.3069
H  -0.5139  -2.3065  1.3709
H  1.1856  -1.9660  2.0225

=====

iii) The following is a quantum chemistry calculation of an isolated molecule of C7H12, from OMol25.

As for the molar mass: 96.17 g/mol. Its multiplicity is 1. The HOMO energy is -9.204 eV. For the HOMO-LUMO gap, the calculation gives 10.32 eV.

Positions of all 19 atoms, in Å:
C  -1.2631  -2.0736  -0.6442
C  -0.2713  -1.2448  -0.9659
C  0.9178  -1.7820  -1.7167
C  -0.4547  0.2586  -0.8230
C  -0.1502  0.6893  0.5805
C  0.4181  1.8187  0.9835
C  0.5538  2.1981  2.4360
H  -1.0650  -3.1416  -0.6458
H  -2.1729  -1.7863  -0.1261
H  1.8911  -1.7888  -1.2080
H  0.7599  -2.8199  -2.0021
H  1.0828  -1.1180  -2.5629
H  -1.4496  0.5062  -1.2001
H  0.2030  0.7367  -1.5336
H  -0.5427  -0.0061  1.3193
H  0.7981  2.5123  0.2382
H  -0.3245  2.7795  2.6916
H  1.4318  2.8357  2.5435
H  0.6374  1.3842  3.1519

=====

Stability ranking, top entry: i); the second entry is 109.5 kJ/mol less favorable.

=====

i) The following is a quantum chemistry calculation of C7H12 as an isolated structure, from OMol25.

As for the molar mass: 96.17 g/mol. Its multiplicity is 1. The HOMO energy is -7.260 eV. For the HOMO-LUMO gap, the calculation gives 7.90 eV.

Positions of all 19 atoms, in Å:
C  -1.8445  -0.0244  0.6097
C  -1.4325  -0.4470  -0.7663
C  -0.2247  -0.1373  -1.4006
C  0.9589  1.4424  -0.7089
C  1.3538  1.2776  0.6097
C  1.0421  -1.2696  0.5444
C  0.3893  -1.2614  -0.6694
H  -2.8012  0.4985  0.4814
H  -2.0217  -0.8603  1.2936
H  -1.1319  0.6663  1.0664
H  -2.2636  -0.8194  -1.3720
H  -0.2624  -0.3070  -2.4865
H  1.7013  1.2247  -1.4724
H  0.2907  2.2731  -0.9311
H  2.3403  0.9447  0.9064
H  0.8004  1.7962  1.3996
H  0.6761  -0.9242  1.4990
H  1.9051  -1.9374  0.5706
H  0.5287  -2.1454  -1.2969

=====

ii) The following is a quantum chemistry calculation of an isolated molecule of C7H12, from OMol25.

As for the molar mass: 96.17 g/mol. Its multiplicity is 1. The HOMO energy is -8.249 eV. For the HOMO-LUMO gap, the calculation gives 9.32 eV.

Positions of all 19 atoms, in Å:
C  2.3499  0.4614  -0.6659
C  1.1493  -0.4812  -0.7356
C  0.2160  -0.3375  0.4603
C  -0.5650  0.9895  0.6514
C  -1.8903  0.2113  0.7765
C  -2.0802  -0.9666  -0.6448
C  -1.1254  -1.1149  0.4384
H  3.0031  0.3459  -1.5373
H  2.9536  0.2706  0.2289
H  2.0293  1.5093  -0.6306
H  0.5888  -0.2934  -1.6606
H  1.4975  -1.5214  -0.7941
H  0.7709  -0.5739  1.3769
H  -0.5400  1.6760  -0.2016
H  -0.2880  1.5498  1.5486
H  -2.4597  0.1914  1.7044
H  -2.7064  0.3593  0.0017
H  -1.6428  -0.3057  -1.4191
H  -1.2605  -1.9697  1.1026

=====

iii) The following is a quantum chemistry calculation of an isolated molecule of C7H12, from OMol25.

As for the molar mass: 96.17 g/mol. Its multiplicity is 1. The HOMO energy is -8.563 eV. For the HOMO-LUMO gap, the calculation gives 8.49 eV.

Positions of all 19 atoms, in Å:
C  -2.0079  -0.1453  0.6780
C  -1.5252  -0.2973  -0.7549
C  -0.2500  0.1385  -1.4099
C  0.9470  0.8961  -0.8494
C  1.2324  0.6447  0.6303
C  1.4875  -0.8309  0.9330
C  -0.4885  -1.3147  -1.1269
H  -2.3450  0.8810  0.8661
H  -2.8544  -0.8186  0.8486
H  -1.2393  -0.3919  1.4148
H  -2.3535  -0.2961  -1.4667
H  -0.4070  0.3637  -2.4666
H  1.8297  0.6062  -1.4361
H  0.7909  1.9697  -1.0202
H  2.1087  1.2393  0.9190
H  0.4020  1.0271  1.2361
H  1.4869  -1.0284  2.0124
H  2.4476  -1.1564  0.5174
H  0.7381  -1.4865  0.4748

=====

Stability ranking, top entry: ii); the second entry is 8.6 kJ/mol less favorable.

=====

i) The following is a quantum chemistry calculation of an isolated molecule of C7H12, from OMol25.

As for the molar mass: 96.17 g/mol. Its multiplicity is 1. The HOMO energy is -7.848 eV. For the HOMO-LUMO gap, the calculation gives 7.50 eV.

Positions of all 19 atoms, in Å:
C  -3.1262  0.4277  -0.0959
C  -1.8600  -0.2393  -0.6261
C  -0.6102  0.6600  -0.5381
C  0.5808  -0.0815  -1.0674
C  1.7708  -0.3077  -0.4586
C  2.1018  0.2923  0.8084
C  3.1792  -0.4437  1.5266
H  -3.0167  0.7020  0.9593
H  -3.3546  1.3411  -0.6574
H  -3.9882  -0.2446  -0.1813
H  -1.6771  -1.1699  -0.0722
H  -2.0202  -0.5382  -1.6729
H  -0.4064  0.9701  0.4906
H  -0.7876  1.5705  -1.1355
H  2.4537  -1.0061  -0.9705
H  0.4107  -0.5894  -2.0194
H  2.8797  -0.5472  2.5791
H  4.0641  0.2133  1.5583
H  3.4756  -1.4264  1.1174

=====

ii) The following is a quantum chemistry calculation of an isolated molecule of C7H12, from OMol25.

As for the molar mass: 96.17 g/mol. Its multiplicity is 1. The HOMO energy (alpha / beta) is -7.883 / -7.806 eV. For the HOMO-LUMO gap (alpha / beta), the calculation gives 7.47 / 7.40 eV.

Positions of all 19 atoms, in Å:
C  -3.2223  0.4537  -0.1845
C  -1.9462  -0.1808  -0.7334
C  -0.6658  0.5841  -0.3661
C  0.5316  -0.1462  -0.8817
C  1.7604  -0.2817  -0.3369
C  2.3479  0.4631  0.7397
C  3.3525  -0.3084  1.5288
H  -3.2033  0.5052  0.9107
H  -3.3557  1.4741  -0.5618
H  -4.0977  -0.1347  -0.4793
H  -1.8681  -1.2162  -0.3697
H  -2.0005  -0.2438  -1.8293
H  -0.5737  0.6963  0.7180
H  -0.6741  1.5860  -0.8184
H  2.2746  -1.1274  -0.7986
H  0.3610  -0.7642  -1.7653
H  3.2652  -0.0378  2.5879
H  4.3356  0.0853  1.2226
H  3.3788  -1.4065  1.4175

=====

Stability ranking, top entry: i); the second entry is 21.3 kJ/mol less favorable.

=====

i) The following is a quantum chemistry calculation of an isolated molecule of C7H12, from OMol25.

As for the molar mass: 96.17 g/mol. Its multiplicity is 1. The HOMO energy is -8.748 eV. For the HOMO-LUMO gap, the calculation gives 9.79 eV.

Positions of all 19 atoms, in Å:
C  0.6975  -2.5598  -0.9478
C  0.8546  -1.4512  -0.2321
C  0.9760  -0.0785  -0.8604
C  0.2592  1.0638  -0.1970
C  0.8963  2.1346  0.3130
C  -1.2443  0.9938  -0.0464
C  -1.5877  0.1578  1.2030
H  1.0150  -3.4781  -0.4574
H  0.0824  -2.7964  -1.8070
H  1.2830  -1.5315  0.7612
H  0.8432  -0.0940  -1.9442
H  2.0448  0.1647  -0.7857
H  0.3367  3.0625  0.3262
H  1.8510  1.9831  0.8002
H  -1.7703  0.5141  -0.8764
H  -1.5779  2.0123  0.1570
H  -1.3596  -0.8966  1.0847
H  -2.6284  0.2914  1.4734
H  -0.9717  0.5080  2.0355

=====

ii) The following is a quantum chemistry calculation of C7H12 as an isolated structure, from OMol25.

As for the molar mass: 96.17 g/mol. Its multiplicity is 1. The HOMO energy is -7.460 eV. For the HOMO-LUMO gap, the calculation gives 7.29 eV.

Positions of all 19 atoms, in Å:
C  -2.7907  -0.4678  -0.2365
C  -1.5560  -0.1013  0.6990
C  -0.1497  0.0091  0.0124
C  0.6953  1.0474  0.3901
C  1.7557  1.5907  -0.5338
C  1.8609  -1.5673  -0.4719
C  0.9147  -0.9016  0.3667
H  -2.6453  -1.4294  -0.7432
H  -3.8011  -0.4166  0.3429
H  -2.8094  0.3465  -0.9470
H  -1.6991  0.9231  1.0146
H  -1.6439  -0.8650  1.5590
H  0.5880  1.7470  1.3229
H  2.1080  0.7622  -1.2196
H  1.4425  2.4313  -1.2447
H  2.6386  1.9750  -0.1154
H  2.7146  -2.1089  -0.0848
H  1.6780  -1.6328  -1.5422
H  0.6989  -1.3415  1.4313

=====

iii) The following is a quantum chemistry calculation of an isolated molecule of C7H12, from OMol25.

As for the molar mass: 96.17 g/mol. Its multiplicity is 1. The HOMO energy is -9.119 eV. For the HOMO-LUMO gap, the calculation gives 10.21 eV.

Positions of all 19 atoms, in Å:
C  1.5828  0.0056  2.8875
C  1.5419  0.2212  1.5767
C  0.2173  -0.3944  0.6299
C  -0.1355  0.5041  -0.2056
C  0.2855  1.8239  -0.7112
C  -1.4448  -0.2655  -1.1566
C  -1.2385  -1.6961  -1.6059
H  0.7960  -0.5659  3.3685
H  2.4390  0.2704  3.4982
H  2.3377  0.7959  1.1115
H  -0.1249  -1.3393  1.0017
H  0.9398  1.7190  -1.5780
H  -0.5560  2.4400  -1.0262
H  0.8147  2.4274  0.0261
H  -1.5225  0.3890  -2.0287
H  -2.3871  -0.1365  -0.6195
H  -0.2451  -1.8201  -2.0401
H  -1.9790  -1.9854  -2.3565
H  -1.3213  -2.3932  -0.7718

=====

iv) The following is a quantum chemistry calculation of an isolated molecule of C7H12, from OMol25.

As for the molar mass: 96.17 g/mol. Its multiplicity is 1. The HOMO energy is -9.267 eV. For the HOMO-LUMO gap, the calculation gives 10.35 eV.

Positions of all 19 atoms, in Å:
C  3.6573  -0.2355  1.7038
C  2.6695  -0.0100  0.6520
C  1.7851  0.0250  -0.1662
C  0.5929  -0.2232  -0.9829
C  -0.6677  0.4802  -0.4416
C  -1.9493  -0.2848  -0.7765
C  -3.2099  0.3950  -0.2441
H  3.3521  0.2732  2.6244
H  4.6598  0.1046  1.4261
H  3.7027  -1.3123  1.9080
H  0.4716  -1.3147  -0.9325
H  0.7482  0.0156  -2.0425
H  -0.5784  0.5826  0.6483
H  -0.7211  1.5019  -0.8445
H  -1.8769  -1.2967  -0.3511
H  -2.0286  -0.4136  -1.8661
H  -3.1663  0.5103  0.8471
H  -3.3367  1.3947  -0.6788
H  -4.1043  -0.1923  -0.4827

=====

Stability ranking, top entry: iv); the second entry is 68.5 kJ/mol less favorable.

=====

i) The following is a quantum chemistry calculation of a 2-piece molecular cluster, C7H12 overall, from OMol25.

As for the molar mass: 96.17 g/mol. Its multiplicity is 1. The HOMO energy is -9.484 eV. For the HOMO-LUMO gap, the calculation gives 10.61 eV.

Positions of all 19 atoms, in Å:
C  -1.3421  -0.8136  1.1890
C  -1.1306  0.4836  1.2984
C  -0.3688  1.6632  0.8739
C  -1.4962  1.7693  1.9033
H  -0.7561  -1.4193  0.5018
H  -2.1123  -1.3145  1.7708
H  -0.5469  2.0685  -0.1201
H  0.6530  1.7825  1.2308
H  -2.4251  2.2434  1.5927
H  -1.2252  1.9641  2.9389
C  0.1625  -0.8800  -2.3112
C  1.1613  -0.4517  -1.5451
C  2.0003  -1.3253  -0.6592
H  -0.4166  -0.1984  -2.9289
H  -0.1095  -1.9338  -2.3489
H  1.4031  0.6123  -1.5385
H  3.0647  -1.2373  -0.9083
H  1.7167  -2.3786  -0.7553
H  1.8858  -1.0385  0.3938

=====

ii) The following is a quantum chemistry calculation of an isolated molecule of C7H12, from OMol25.

As for the molar mass: 96.17 g/mol. Its multiplicity is 1. The HOMO energy is -9.540 eV. For the HOMO-LUMO gap, the calculation gives 10.76 eV.

Positions of all 19 atoms, in Å:
C  -0.2530  2.5894  0.1538
C  0.4901  1.2595  0.0195
C  -0.3149  0.0422  0.4740
C  -1.1377  -0.7730  -0.5775
C  -0.3328  -2.0218  -0.2181
C  1.1311  -1.7855  -0.4221
C  0.4673  -1.2331  0.8016
H  0.3793  3.4284  -0.1580
H  -0.5474  2.7711  1.1950
H  -1.1640  2.6140  -0.4565
H  0.8024  1.1158  -1.0235
H  1.4156  1.2995  0.6099
H  -0.9573  0.3229  1.3176
H  -1.0703  -0.4365  -1.6208
H  -2.1934  -0.8608  -0.3078
H  -0.7409  -3.0233  -0.1239
H  1.7694  -2.6488  -0.2435
H  1.4762  -1.1249  -1.2169
H  0.7803  -1.5349  1.7972

=====

iii) The following is a quantum chemistry calculation of an isolated molecule of C7H12, from OMol25.

As for the molar mass: 96.17 g/mol. Its multiplicity is 1. The HOMO energy is -9.038 eV. For the HOMO-LUMO gap, the calculation gives 10.05 eV.

Positions of all 19 atoms, in Å:
C  -0.9076  0.3262  2.1745
C  -0.8284  0.2374  0.8311
C  -2.1714  0.1714  0.1221
C  0.3677  0.1220  -0.0365
C  0.8769  1.4404  -0.5973
C  0.9071  -1.0466  -0.3998
C  1.7436  -1.3214  -1.6171
H  0.0167  0.5994  2.6754
H  -1.7994  0.0636  2.7175
H  -2.6085  -0.7482  -0.3302
H  -2.1122  0.8318  -0.7572
H  -3.0009  0.4412  0.7638
H  1.6218  1.2200  -1.3522
H  1.2443  2.1682  0.1058
H  0.0708  1.8469  -1.2459
H  0.3108  -1.9106  -0.0955
H  1.4946  -0.5976  -2.3914
H  1.6255  -2.3413  -2.0086
H  2.8202  -1.2483  -1.3632

=====

iv) The following is a quantum chemistry calculation of C7H12 as an isolated structure, from OMol25.

As for the molar mass: 96.17 g/mol. Its multiplicity is 1. The HOMO energy is -9.142 eV. For the HOMO-LUMO gap, the calculation gives 10.17 eV.

Positions of all 19 atoms, in Å:
C  -2.1259  -0.0746  0.4141
C  -1.1829  -0.6252  -0.6293
C  0.0093  0.1234  -1.1743
C  0.5921  1.3182  -0.3971
C  1.5672  0.6792  0.6108
C  0.9206  -0.6730  0.9664
C  0.2148  -1.1114  -0.3309
H  -2.9007  0.5430  -0.0536
H  -2.6279  -0.8902  0.9464
H  -1.6180  0.5435  1.1598
H  -1.7023  -1.2235  -1.3811
H  0.1685  0.0927  -2.2506
H  1.1828  1.9698  -1.0296
H  -0.2256  1.9362  0.0156
H  2.7146  0.4048  -0.0628
H  2.5548  1.0582  0.9319
H  0.2038  -0.6808  1.8072
H  1.7279  -1.3407  1.2428
H  0.5271  -2.0496  -0.7856

=====

Stability ranking, top entry: ii); the second entry is 34.1 kJ/mol less favorable.